Entry 1:
Entry from OMol25: one molecule with the formula C6H7P (the ωB97M-V functional and the def2-TZVPD basis).

Geometry (Å):
H (-1.56, 0.04, 1.57)
H (-0.04, -1.51, 1.29)
H (0.87, 1.12, -2.26)
C (0.59, -1.00, 0.59)
C (1.90, 0.64, -0.34)
C (1.05, 0.45, -1.38)
H (2.80, 1.34, -0.35)
C (-2.15, 0.16, 0.65)
H (-2.52, -0.16, -1.27)
C (1.64, -0.19, 0.81)
C (-1.67, -0.28, -0.60)
P (0.00, -0.98, -1.06)
H (-3.16, 0.58, 0.71)
H (2.25, -0.21, 1.64)

Computed properties:
Energy relative to the best compared isomer or geometry (same formula, charge and spin) ... 2.2429 eV
SMILES ... C=CP1=CC=CC=1
Net charge ... 0
Molecular weight ... 110.10 g mol⁻¹
E_LUMO ... 0.42 eV

Atom charges from the Löwdin analysis, given in e for atoms 1 to 4: H 0.0363; H 0.0563; H 0.0705; C -0.3473



Entry 2:
Entry from OMol25: a 2-piece molecular cluster, C6H8 overall (the ωB97M-V functional and the def2-TZVPD basis).

Geometry (Å):
H (-1.70, 1.86, 0.14)
H (1.37, 1.72, -0.93)
C (0.77, -0.39, 0.04)
H (1.17, -1.34, -0.30)
H (1.07, -0.67, 2.25)
H (-1.38, -2.76, -1.82)
C (-0.59, 0.60, 1.61)
H (1.42, 0.22, -1.98)
C (0.54, -0.16, 1.45)
C (-1.06, 1.01, 0.32)
H (-1.24, -2.07, -1.60)
C (0.97, 0.72, -1.13)
H (-1.01, 0.92, 2.56)
C (-0.32, 0.34, -0.63)

Computed properties:
Energy relative to the best compared isomer or geometry (same formula, charge and spin) ... 3.2583 eV
SMILES ... C1=C[C@@H]2CC2=C1.[H][H]
Net charge ... 0
Molecular weight ... 80.13 g mol⁻¹
E_LUMO ... 0.59 eV

Atom charges from the Löwdin analysis, given in e for atoms 1 to 4: H 0.1028; H 0.1086; C -0.2196; H 0.1299



Entry 3:
Entry from OMol25: C6H8 as an isolated structure (the ωB97M-V functional and the def2-TZVPD basis).

Geometry (Å):
C (0.90, 0.01, 0.98)
C (-0.20, -1.26, -0.62)
H (1.09, 1.84, -0.29)
C (0.53, -1.38, 0.49)
H (-0.09, 0.56, 1.51)
H (0.83, -2.29, 1.01)
H (-1.16, 1.79, 0.62)
H (-0.66, -2.03, -1.23)
C (-0.37, 0.25, -0.80)
C (-1.02, 0.70, 0.53)
C (1.02, 0.75, -0.38)
H (-0.86, 0.58, -1.73)
H (-1.87, 0.14, 0.90)
H (1.85, 0.36, -0.98)

Computed properties:
Energy relative to the best compared isomer or geometry (same formula, charge and spin) ... 4.5053 eV
Net charge ... 0
Molecular weight ... 80.13 g mol⁻¹
E_LUMO ... 0.70 eV

Atom charges from the Löwdin analysis, given in e for atoms 1 to 4: C -0.0705; C -0.0685; H 0.1042; C -0.1256



Entry 4:
Entry from OMol25: one molecule with the formula C6H8 (the ωB97M-V functional and the def2-TZVPD basis).

Geometry (Å):
H (-1.06, 0.29, 1.06)
H (0.76, -0.92, 2.24)
C (1.23, -1.13, 1.27)
H (-0.79, 2.91, -1.99)
C (-0.54, 1.17, -0.84)
C (0.37, -0.94, 0.02)
H (0.03, -3.12, 1.04)
C (0.84, -2.44, 0.83)
C (-1.21, 2.28, -1.21)
H (0.13, 0.85, -1.64)
H (0.82, -1.04, -0.96)
C (-0.47, 0.17, 0.16)
H (2.15, -0.62, 1.02)
H (-2.24, 2.54, -1.01)

Computed properties:
Energy relative to the best compared isomer or geometry (same formula, charge and spin) ... 6.3453 eV
Net charge ... 0
Molecular weight ... 80.13 g mol⁻¹
E_LUMO ... -1.02 eV

Atom charges from the Löwdin analysis, given in e for atoms 1 to 4: H 0.1166; H 0.1075; C -0.2343; H 0.0546



Entry 5:
Entry from OMol25: one molecule with the formula C6H8 (the ωB97M-V functional and the def2-TZVPD basis).

Geometry (Å):
H (-2.13, 0.07, 0.93)
H (-2.22, 1.52, -0.16)
H (2.15, -1.98, -1.51)
C (-1.66, 0.64, 0.14)
H (-0.81, -0.04, -1.90)
C (-0.16, 0.73, 0.09)
C (0.86, 0.23, 1.10)
H (0.41, -0.29, 1.96)
C (1.96, -1.39, -0.64)
C (-0.87, -0.21, -0.83)
H (-0.83, -1.27, -0.57)
H (0.19, 1.62, -0.43)
H (1.43, 1.07, 1.51)
C (1.68, -0.69, 0.30)

Computed properties:
Energy relative to the best compared isomer or geometry (same formula, charge and spin) ... 2.2740 eV
SMILES ... C#CCC1CC1
Net charge ... 0
Molecular weight ... 80.13 g mol⁻¹
E_LUMO ... 1.19 eV

Atom charges from the Löwdin analysis, given in e for atoms 1 to 4: H 0.0979; H 0.0942; H 0.0297; C -0.1117



Entry 6:
Entry from OMol25: one molecule with the formula C6H8 (the ωB97M-V functional and the def2-TZVPD basis).

Geometry (Å):
C (0.63, 0.36, -0.19)
H (1.09, 1.73, 1.57)
H (0.74, 2.55, 0.00)
H (2.17, -1.12, 0.06)
H (0.86, -1.72, -0.60)
C (-1.44, 0.26, -0.06)
C (-2.19, -0.67, -0.57)
H (-2.31, -1.45, 0.22)
C (-0.59, 1.06, 0.42)
H (-2.13, -0.77, -1.61)
H (0.70, -1.38, 1.25)
H (0.62, 0.58, -1.32)
C (1.14, -1.06, 0.25)
C (0.71, 1.63, 0.56)

Computed properties:
Energy relative to the best compared isomer or geometry (same formula, charge and spin) ... 4.3852 eV
SMILES ... C=C=C1C[C@H]1C
Net charge ... 0
Molecular weight ... 80.13 g mol⁻¹
E_LUMO ... 0.98 eV

Atom charges from the Löwdin analysis, given in e for atoms 1 to 4: C -0.2712; H 0.1162; H 0.1067; H 0.0408



Entry 7:
Entry from OMol25: one molecule with the formula C6H8 (the ωB97M-V functional and the def2-TZVPD basis).

Geometry (Å):
C (0.03, -1.12, 0.94)
C (0.46, 0.73, -0.90)
H (-1.64, 0.01, -1.02)
H (1.14, -1.36, -0.96)
C (-0.08, 1.89, 1.36)
H (0.22, -0.24, 1.57)
H (-0.60, -0.42, -2.47)
H (-0.32, 2.15, 2.36)
C (-0.64, -0.16, -1.42)
H (0.64, -1.94, 1.31)
H (-1.02, -1.37, 1.08)
C (0.37, -0.76, -0.50)
C (0.17, 1.59, 0.22)
H (1.26, 1.02, -1.58)

Computed properties:
Energy relative to the best compared isomer or geometry (same formula, charge and spin) ... 2.0708 eV
SMILES ... C#C[C@@H]1C[C@@H]1C
Net charge ... 0
Molecular weight ... 80.13 g mol⁻¹
E_LUMO ... 1.19 eV

Atom charges from the Löwdin analysis, given in e for atoms 1 to 4: C -0.0712; C -0.2580; H 0.1150; H 0.1269



Entry 8:
Entry from OMol25: one molecule with the formula C6H8 (the ωB97M-V functional and the def2-TZVPD basis).

Geometry (Å):
H (0.56, -1.54, -1.51)
C (-2.48, -0.45, 1.54)
H (2.26, 0.01, -0.68)
C (-1.36, -0.51, 1.09)
H (-3.49, -0.44, 1.89)
H (0.58, -1.33, 0.72)
H (1.27, 1.32, 1.21)
H (1.42, 1.22, -1.70)
H (-0.70, -0.28, -1.63)
C (0.64, 0.92, 0.40)
H (-0.15, 1.65, 0.19)
C (0.19, -0.58, -1.09)
C (-0.04, -0.48, 0.47)
C (1.30, 0.48, -0.91)

Computed properties:
Energy relative to the best compared isomer or geometry (same formula, charge and spin) ... 1.9694 eV
SMILES ... C#CC1CCC1
Net charge ... 0
Molecular weight ... 80.13 g mol⁻¹
E_LUMO ... 1.17 eV

Atom charges from the Löwdin analysis, given in e for atoms 1 to 4: H 0.1053; C 0.1064; H 0.1084; C -0.1052



Entry 9:
Entry from OMol25: a 2-piece molecular cluster, C6H8 overall (the ωB97M-V functional and the def2-TZVPD basis).

Geometry (Å):
C (-0.04, -1.96, 0.26)
H (0.47, -2.65, -0.35)
C (2.03, 0.48, -0.56)
H (-0.29, -2.44, 1.22)
C (-1.58, 1.37, 0.25)
C (-1.00, -1.09, -0.45)
H (2.71, -0.37, -0.30)
C (-0.92, 0.13, 0.17)
H (2.06, 1.43, 0.02)
H (1.49, 0.51, -1.62)
H (-1.03, 2.01, -0.30)
H (-2.64, 1.37, -0.15)
C (0.32, -0.45, 0.43)
H (-1.58, 1.67, 1.36)

Computed properties:
Energy relative to the best compared isomer or geometry (same formula, charge and spin) ... 6.1849 eV
Net charge ... 0
Molecular weight ... 80.13 g mol⁻¹
E_LUMO ... 1.00 eV

Atom charges from the Löwdin analysis, given in e for atoms 1 to 4: C -0.1192; H 0.0715; C 0.0100; H 0.1083



Entry 10:
Entry from OMol25: C6H8 as an isolated structure (the ωB97M-V functional and the def2-TZVPD basis).

Geometry (Å):
H (-0.85, 1.88, 0.56)
H (0.78, 1.69, -0.94)
H (2.08, -0.56, -0.73)
C (0.42, 0.81, -0.38)
H (-2.06, -0.91, 0.60)
H (-0.15, 0.86, 1.92)
H (-1.13, -0.20, -1.95)
C (0.06, -1.19, -0.13)
C (-0.54, 0.91, 0.89)
C (-0.61, -0.16, -1.01)
H (0.02, -2.26, -0.21)
H (1.79, -0.18, 1.00)
C (-1.15, -0.37, 0.37)
C (1.33, -0.33, 0.01)

Computed properties:
Energy relative to the best compared isomer or geometry (same formula, charge and spin) ... 2.3949 eV
Net charge ... 0
Molecular weight ... 80.13 g mol⁻¹
E_LUMO ... 1.22 eV

Atom charges from the Löwdin analysis, given in e for atoms 1 to 4: H 0.0958; H 0.1360; H 0.1087; C -0.2253



Entry 11:
Entry from OMol25: C6H8 as an isolated structure (the ωB97M-V functional and the def2-TZVPD basis).

Geometry (Å):
C (0.29, -1.26, 0.65)
C (1.33, -0.42, 0.59)
H (-2.41, 0.53, -0.27)
C (-0.24, 0.38, -0.99)
H (-1.21, -1.74, -0.98)
H (1.85, 1.22, -0.85)
C (-0.75, -0.94, -0.38)
H (2.17, -0.39, 1.29)
H (0.09, -1.98, 1.44)
C (1.04, 0.70, -0.31)
C (-1.37, 0.36, 0.01)
H (-0.45, 0.72, -1.99)
H (0.37, 1.63, 0.85)
H (-0.70, 1.18, 0.95)

Computed properties:
Energy relative to the best compared isomer or geometry (same formula, charge and spin) ... 4.2123 eV
Net charge ... 0
Molecular weight ... 80.13 g mol⁻¹
E_LUMO ... 0.67 eV

Atom charges from the Löwdin analysis, given in e for atoms 1 to 4: C -0.0730; C -0.1453; H 0.0965; C -0.2840



Entry 12:
Entry from OMol25: one molecule with the formula C6H8 (the ωB97M-V functional and the def2-TZVPD basis).

Geometry (Å):
C (0.56, -1.17, -0.35)
C (1.12, -2.31, -0.60)
C (1.55, -1.16, -1.50)
H (1.33, -3.42, -0.45)
C (-1.37, 1.96, 1.14)
H (2.38, -0.54, -1.16)
C (-0.60, -0.22, 0.36)
H (-1.63, 1.55, 2.11)
H (-2.28, 1.99, 0.48)
H (0.43, 1.42, 0.01)
C (-0.42, 1.09, 0.42)
H (-0.87, 2.89, 1.34)
H (1.22, -1.27, -2.50)
H (-1.43, -0.81, 0.70)

Computed properties:
Energy relative to the best compared isomer or geometry (same formula, charge and spin) ... 3.3803 eV
SMILES ... C/C=C/C1=CC1
Net charge ... 0
Molecular weight ... 80.13 g mol⁻¹
E_LUMO ... 1.13 eV

Atom charges from the Löwdin analysis, given in e for atoms 1 to 4: C -0.1736; C -0.0419; C -0.1291; H 0.1144



Entry 13:
Entry from OMol25: C6H80NO34 as an isolated structure (the ωB97M-V functional and the def2-TZVPD basis).

Geometry (Å):
H (59.19, 55.96, -1.32)
O (60.76, 56.47, 4.62)
H (58.67, 50.89, 2.90)
H (57.40, 60.58, 1.81)
H (56.97, 51.94, -0.38)
H (54.96, 50.84, 0.43)
O (58.43, 51.52, 3.52)
H (61.50, 56.88, 2.67)
H (56.84, 56.84, -1.15)
O (57.37, 52.34, -1.70)
H (59.78, 52.96, 5.35)
O (56.22, 52.03, 4.26)
O (61.13, 55.11, 0.24)
O (59.90, 53.62, 4.74)
H (54.73, 58.06, -0.41)
H (56.62, 54.69, 5.60)
H (55.43, 56.19, 4.56)
H (60.57, 57.40, 4.96)
O (61.68, 57.66, 1.97)
O (59.45, 49.65, 1.58)
H (58.29, 50.92, 4.29)
O (55.96, 45.46, 3.40)
O (57.45, 59.89, 2.42)
H (58.65, 49.09, 0.92)
H (56.90, 52.74, 2.37)
H (57.00, 51.89, 4.75)
O (60.21, 52.88, -1.70)
H (59.98, 53.80, -1.61)
H (56.25, 55.45, -1.18)
H (54.19, 46.19, 3.83)
H (60.57, 58.50, 2.83)
H (54.36, 52.56, -3.25)
H (57.41, 49.00, -2.98)
H (57.25, 48.62, 0.40)
H (54.40, 51.63, -2.05)
H (54.77, 48.08, 0.12)
N (56.59, 52.82, 1.42)
C (57.56, 53.91, 1.11)
O (56.75, 49.24, -2.36)
H (54.07, 50.03, 5.04)
H (53.38, 49.88, 3.91)
H (55.84, 45.29, 2.53)
H (57.60, 54.06, -0.03)
H (55.01, 53.79, -1.08)
O (55.25, 54.36, -0.46)
O (53.77, 49.36, 4.58)
H (55.78, 47.49, 1.28)
H (58.76, 58.25, 5.64)
H (56.01, 57.47, 0.27)
O (54.02, 52.43, -2.34)
H (51.54, 51.02, 2.86)
H (58.02, 55.98, 6.52)
C (55.83, 50.57, 1.01)
H (59.73, 58.52, 4.57)
O (59.65, 58.21, 5.47)
C (58.33, 57.30, 2.59)
H (57.78, 58.09, 0.02)
H (59.38, 53.32, 3.94)
C (55.33, 48.28, 0.96)
O (52.31, 50.53, 2.66)
H (58.93, 58.04, 1.98)
O (60.14, 59.18, 3.08)
H (58.64, 53.67, 1.25)
O (58.06, 48.99, 0.12)
H (58.33, 54.63, 5.84)
H (60.19, 55.95, 5.24)
H (53.35, 53.26, 0.87)
H (54.64, 54.84, -0.07)
O (57.68, 55.29, 5.94)
O (54.99, 57.53, 0.33)
H (54.67, 48.39, 1.69)
O (52.71, 47.09, -1.02)
H (61.55, 57.41, 1.03)
O (60.10, 49.75, -1.47)
H (60.38, 49.87, 1.63)
H (60.05, 55.19, 0.18)
O (56.90, 56.00, -1.71)
O (54.91, 49.82, -1.96)
H (57.26, 57.43, 3.13)
C (57.35, 55.16, 1.98)
H (55.50, 53.70, 5.07)
H (53.01, 46.18, -1.21)
H (57.82, 55.25, -0.86)
H (56.35, 59.29, 2.33)
H (61.27, 53.06, -1.74)
H (53.65, 53.08, 2.50)
H (52.71, 51.21, 2.14)
H (59.06, 57.00, 3.46)
H (55.63, 53.14, 1.26)
H (58.44, 59.61, 2.27)
O (55.66, 54.67, 5.52)
H (55.34, 51.68, 4.64)
C (56.93, 51.59, 0.74)
H (53.72, 47.53, 4.15)
H (60.51, 60.07, 3.00)
H (55.17, 57.63, 3.88)
H (58.27, 52.52, -1.67)
O (53.49, 46.66, 4.18)
O (56.30, 49.27, 0.52)
H (61.38, 54.31, -0.39)
H (55.72, 49.44, -2.04)
O (58.15, 56.31, 1.63)
H (57.05, 51.87, -2.26)
H (52.75, 47.64, -1.83)
H (60.04, 50.68, -1.72)
H (55.58, 44.65, 4.03)
H (59.36, 49.71, -0.73)
H (57.76, 51.15, 0.87)
H (57.49, 56.74, 0.57)
O (55.54, 58.93, 2.59)
H (59.23, 49.20, 2.38)
O (55.24, 56.70, 3.67)
H (57.74, 55.04, 3.09)
H (54.38, 49.06, -2.26)
O (58.76, 55.42, -0.65)
H (55.67, 50.52, 2.04)
H (55.20, 58.30, 1.90)
H (56.21, 55.24, 1.88)
O (53.93, 52.75, 1.58)
H (57.30, 49.07, -1.66)
O (56.99, 57.40, 0.14)

Computed properties:
Energy relative to the best compared isomer or geometry (same formula, charge and spin) ... 11.8460 eV
Net charge ... +1
Molecular weight ... 710.68 g mol⁻¹
E_LUMO ... -3.21 eV

Atom charges from the Löwdin analysis, given in e for atoms 1 to 4: H 0.1096; O -0.1289; H -0.0135; H 0.0631



Let's list F_max in order: 3.621, 0.360, 0.217, 3.819, 0.616, 3.122, 0.699, 1.431, 4.683, 2.224, 3.386, 4.729, 14.200 eV Å⁻¹.